Entry 1:
The following is a quantum chemistry calculation of a molecular structure, C54H55CrN9O8P2S2, from OMol25.

Atoms and positions in Å:
Cr  -0.6767  -0.0486  0.6686
C  -3.3072  7.0969  3.9680
C  -3.3165  5.7133  3.3833
C  -2.1846  4.9043  3.4324
C  -2.1825  3.6422  2.8585
C  -3.3320  3.1859  2.2399
C  -4.4776  3.9685  2.1841
C  -4.4651  5.2271  2.7568
S  -3.4247  1.6592  1.3325
O  -4.6905  1.0619  1.6430
O  -3.1991  2.0010  -0.0595
N  -2.1522  0.7331  1.7984
C  -2.0349  0.4920  3.1660
C  -3.0022  0.6861  4.1355
C  -2.7328  0.3753  5.4782
C  -1.5202  -0.1211  5.8662
C  -0.5071  -0.3219  4.9072
C  0.7578  -0.8629  5.2096
C  1.6616  -1.0402  4.1968
C  1.3214  -0.6700  2.8932
N  0.1519  -0.1544  2.5657
C  -0.7682  0.0027  3.5569
H  -2.4706  7.2352  4.6501
H  -4.2349  7.2937  4.5041
H  -3.2244  7.8385  3.1710
H  -1.2933  5.2707  3.9274
H  -1.3024  3.0115  2.8980
H  -5.3617  3.5741  1.7003
H  -5.3543  5.8436  2.7186
H  -3.9816  1.0422  3.8549
H  -3.5140  0.5199  6.2123
H  -1.3263  -0.3819  6.8982
H  0.9945  -1.1392  6.2290
H  2.6374  -1.4668  4.3806
H  2.0298  -0.8146  2.0933
O  1.6791  0.1963  0.1333
P  3.0036  -0.2606  -0.3774
C  2.9882  -0.4087  -2.2115
P  1.5881  -1.4019  -2.8921
O  0.3559  -1.2767  -2.0677
C  1.3923  -0.7277  -4.5598
C  0.7226  0.4891  -4.6729
C  0.5731  1.0795  -5.9167
C  1.0855  0.4562  -7.0473
C  1.7486  -0.7566  -6.9349
C  1.9065  -1.3517  -5.6915
C  2.1483  -3.1044  -3.1291
C  1.1468  -4.0269  -3.4298
C  1.4722  -5.3491  -3.6845
C  2.7978  -5.7567  -3.6296
C  3.7968  -4.8437  -3.3213
C  3.4763  -3.5166  -3.0822
C  4.3202  0.9320  -0.0615
C  5.6040  0.6983  -0.5526
C  6.6215  1.5971  -0.2824
C  6.3584  2.7309  0.4768
C  5.0830  2.9625  0.9702
C  4.0613  2.0619  0.7048
C  3.5391  -1.8108  0.3885
C  4.6254  -1.8585  1.2607
C  4.9546  -3.0536  1.8821
C  4.2077  -4.1973  1.6380
C  3.1122  -4.1483  0.7871
C  2.7783  -2.9563  0.1665
H  3.9442  -0.7387  -2.6144
H  2.8007  0.6159  -2.5453
H  0.3262  0.9567  -3.7794
H  0.0583  2.0273  -6.0098
H  0.9641  0.9164  -8.0188
H  2.1448  -1.2412  -7.8171
H  2.4233  -2.2990  -5.6015
H  0.1136  -3.7000  -3.4641
H  0.6935  -6.0589  -3.9289
H  3.0544  -6.7883  -3.8300
H  4.8286  -5.1652  -3.2731
H  4.2663  -2.8116  -2.8568
H  5.8061  -0.1962  -1.1311
H  7.6197  1.4101  -0.6549
H  7.1548  3.4315  0.6893
H  4.8878  3.8406  1.5714
H  3.0599  2.2159  1.0905
H  5.2066  -0.9674  1.4576
H  5.7998  -3.0890  2.5567
H  4.4766  -5.1274  2.1206
H  2.5125  -5.0320  0.6113
H  1.9189  -2.9055  -0.4823
N  -2.1559  -0.4881  -1.0938
C  -3.0177  -1.6365  -1.0594
C  -2.9120  -2.6139  -2.0486
C  -3.6006  -3.8102  -1.9359
C  -4.4087  -4.0193  -0.8339
C  -4.6014  -3.0219  0.1054
C  -3.9154  -1.8287  -0.0116
S  -5.0956  -5.6201  -0.4851
O  -5.5406  -6.2323  -1.6920
O  -5.9834  -5.4830  0.6284
O  -3.7990  -6.3884  -0.0301
H  -1.6342  -0.4828  -1.9644
H  -2.6862  0.3785  -0.9940
H  -2.2571  -2.4386  -2.8956
H  -3.5109  -4.5899  -2.6810
H  -5.2647  -3.2096  0.9384
H  -4.0553  -1.0623  0.7272
N  -2.1872  -4.6124  2.5791
N  -1.5875  -3.7445  1.8411
N  -1.0426  -4.1173  0.6636
C  -0.6027  -2.9874  0.1704
N  -0.8245  -1.9572  0.9944
N  -1.4632  -2.4539  2.0806
H  -3.4890  -6.0364  0.8524
H  -2.5304  -4.1520  3.4150
H  -0.1398  -2.8963  -0.7961
O  -0.4475  1.7144  -0.1430
C  0.0796  2.7458  -0.5401
C  0.6459  3.7777  0.3930
C  -0.1051  5.1065  0.1149
C  -1.5567  4.9361  -0.3942
C  -1.7145  4.7724  -1.9171
C  -1.2920  3.3820  -2.4022
N  0.0525  3.0979  -1.8639
H  1.7210  3.9055  0.2465
H  0.4780  3.4343  1.4133
H  0.4530  5.7072  -0.6079
H  -0.1261  5.6777  1.0433
H  -2.1228  5.8195  -0.0958
H  -2.0249  4.0799  0.0921
H  -1.1227  5.5361  -2.4331
H  -2.7623  4.9262  -2.1819
H  -1.2694  3.3323  -3.4909
H  -1.9782  2.6297  -2.0202
H  0.6726  3.8742  -2.0593

## Properties
- Kohn-Sham gap (alpha / beta): 0.2088 / 0.2280 hartree
- Calculated total energy: -155347.88582 eV
- 2S+1: 2
- Charge: +1

***

Entry 2:
The following is a quantum chemistry calculation of 7 unconnected molecules or ions with the total composition C15H30Cl12IO2S, from OMol25.

Atoms and positions in Å:
C  1.9005  -4.2488  -0.1704
C  2.3229  -4.8959  -1.4373
O  1.7912  -4.8353  -2.4988
O  3.4766  -5.6859  -1.2719
C  4.1079  -5.9925  -2.4645
S  5.1317  -7.5049  -2.0975
I  5.8202  -7.2970  0.1606
H  1.2709  -3.3968  -0.3967
H  1.3068  -4.9816  0.3834
H  2.7710  -3.9661  0.4173
H  4.7866  -5.2151  -2.8180
H  3.4283  -6.3112  -3.2573
H  6.2100  -7.2745  -2.8686
Cl  -1.3030  -2.2447  0.2954
C  -0.9678  -0.4860  0.2507
C  0.4909  -0.1967  0.0249
Cl  1.5064  -0.6712  1.4221
H  -1.3315  -0.0566  1.1778
H  -1.5467  -0.0689  -0.5699
H  0.6321  0.8714  -0.1241
H  0.8688  -0.7187  -0.8511
Cl  1.2006  3.3200  4.4439
C  1.7420  3.0047  2.7737
C  0.9111  3.7346  1.7543
Cl  -0.7534  3.1006  1.6271
H  1.7153  1.9287  2.6130
H  2.7746  3.3496  2.6770
H  1.3615  3.6122  0.7712
H  0.8480  4.7967  1.9778
Cl  6.3385  3.8689  3.6988
C  6.8224  3.5333  2.0188
C  5.9410  4.2450  1.0270
Cl  4.2797  3.5860  1.0317
H  6.7937  2.4568  1.8717
H  7.8492  3.8758  1.9027
H  6.3365  4.1174  0.0208
H  5.8735  5.3080  1.2408
Cl  -3.8268  -0.0618  2.1646
C  -5.1077  0.6802  1.1660
C  -4.5952  1.0901  -0.1909
Cl  -3.4264  2.4319  -0.0648
H  -5.5034  1.5276  1.7199
H  -5.8994  -0.0533  1.0501
H  -5.4223  1.4304  -0.8113
H  -4.1015  0.2650  -0.6996
Cl  -0.6249  1.4468  -2.7915
C  -0.2358  3.1867  -2.7698
C  1.2252  3.4408  -3.0375
Cl  2.2856  2.8684  -1.7183
H  -0.5515  3.5797  -1.8055
H  -0.8296  3.6593  -3.5498
H  1.3932  4.5114  -3.1378
H  1.5513  2.9498  -3.9503
Cl  -8.2232  -1.1848  2.3722
C  -9.1620  -1.7995  0.9871
C  -8.2703  -2.2870  -0.1237
Cl  -7.3892  -0.9473  -0.9107
H  -9.8196  -1.0035  0.6483
H  -9.7705  -2.6244  1.3529
H  -8.8693  -2.7678  -0.8946
H  -7.5344  -2.9998  0.2387

## Properties
- Kohn-Sham gap: 0.2047 hartree
- Calculated total energy: -189335.46031 eV
- 2S+1: 1
- Charge: +1

***

Entry 3:
The following is a quantum chemistry calculation of 2 unconnected molecules or ions with the total composition C3H9NO2, from OMol25.

Atoms and positions in Å:
C  1.6756  0.9821  0.1877
C  0.5953  -0.1051  -0.1047
C  1.1964  -1.1534  -1.0327
O  2.0340  -0.8836  -1.8623
N  1.0504  2.0498  0.9129
H  2.2017  1.1916  -0.7534
H  2.4198  0.5529  0.8532
H  -0.1291  0.3693  -0.7754
H  0.3169  -0.6469  0.7971
H  0.8014  -2.1801  -1.0807
H  1.5130  2.8886  1.1876
H  0.0631  2.2028  0.8861
H  -5.3259  -1.8149  0.4046
H  -3.9821  -1.9618  -0.1679
O  -4.4303  -1.4912  0.5479

## Properties
- Kohn-Sham gap: 0.3456 hartree
- Calculated total energy: -8840.90856 eV
- 2S+1: 1
- Energy above the lowest of the compared OMol25 structures with the same formula, charge and spin: 197.5 kJ/mol

***

Entry 4:
The following is a quantum chemistry calculation of 6 unconnected molecules or ions with the total composition C18H48O6, from OMol25.

Atoms and positions in Å:
C  -36.6556  -2.4444  -10.5776
C  -36.6122  -1.2621  -11.5627
C  -37.2134  -1.6085  -12.9297
O  -37.4592  -0.1339  -11.1284
H  -35.9024  -3.1529  -10.6384
H  -37.5342  -2.9757  -10.6686
H  -36.4656  -1.9064  -9.6912
H  -35.6206  -0.7720  -11.6029
H  -37.1509  -0.9600  -13.6089
H  -38.1608  -1.9908  -12.7804
H  -36.5518  -2.2921  -13.3357
H  -37.1192  0.5888  -11.5802
C  -39.3845  -4.3434  -5.1624
C  -39.3936  -4.0392  -6.5546
C  -38.5443  -4.8653  -7.5097
O  -40.7222  -4.0922  -7.0866
H  -40.3484  -3.9946  -4.5990
H  -38.5386  -4.0874  -4.5125
H  -39.0005  -5.4992  -4.8740
H  -39.0366  -2.8572  -6.6813
H  -38.9247  -5.9302  -7.6229
H  -37.4396  -4.8005  -7.1279
H  -38.5867  -4.3242  -8.5220
H  -40.8297  -3.7627  -8.0059
C  -35.5817  -6.3746  -5.0832
C  -35.4373  -5.6022  -3.7129
C  -36.3719  -6.2542  -2.6237
O  -34.1963  -5.7884  -3.2047
H  -36.6386  -6.5208  -5.3619
H  -35.3129  -7.4704  -4.9342
H  -35.0239  -5.9396  -6.0827
H  -35.6782  -4.5238  -3.6912
H  -35.9478  -7.2268  -2.6374
H  -37.3836  -6.2619  -3.1308
H  -36.4756  -5.9310  -1.6642
H  -33.7000  -6.3328  -3.8038
C  -45.2973  -3.5198  -6.1997
C  -43.8033  -3.7471  -5.7903
C  -43.5963  -3.6863  -4.2693
O  -43.4481  -5.0493  -6.1113
H  -45.3226  -3.8235  -7.4452
H  -45.7503  -2.5192  -5.8496
H  -45.7580  -4.1226  -5.6465
H  -43.2763  -2.8738  -6.4046
H  -42.2789  -3.7743  -4.1648
H  -44.1087  -4.6369  -3.6111
H  -43.9095  -2.7546  -3.5693
H  -42.6535  -5.3188  -6.3268
C  -40.3424  -4.7584  -11.6053
C  -41.4477  -4.1562  -10.7828
C  -42.2252  -5.2542  -10.1029
O  -40.9615  -3.2380  -9.8401
H  -39.8544  -3.9650  -12.2738
H  -40.8116  -5.2813  -12.4154
H  -39.6218  -5.4682  -11.0482
H  -42.0313  -3.4999  -11.3888
H  -42.5420  -6.0851  -10.8914
H  -43.0881  -4.8811  -9.5120
H  -41.7444  -5.8362  -9.3696
H  -40.6428  -2.3067  -10.1947
C  -41.2609  0.5012  -5.9891
C  -40.3869  -0.5486  -6.5248
C  -40.2342  -0.3545  -8.0230
O  -39.1816  -0.6781  -5.9324
H  -40.6123  1.3885  -6.1565
H  -41.3151  0.2570  -4.7097
H  -42.1018  0.4499  -6.5657
H  -41.1306  -1.4702  -6.3802
H  -39.6088  -1.0498  -8.5008
H  -39.8483  0.5430  -8.2416
H  -41.3222  -0.5233  -8.5114
H  -39.2331  -0.6685  -4.9507

## Properties
- Kohn-Sham gap: 0.3575 hartree
- Calculated total energy: -31719.52743 eV
- 2S+1: 1
- Energy above the lowest of the compared OMol25 structures with the same formula, charge and spin: 976.6 kJ/mol

***

Entry 5:
The following is a quantum chemistry calculation of a molecular structure, C26H16AsBr4IrN8O3S4, from OMol25.

Atoms and positions in Å:
Ir  -1.9993  0.3323  -1.8604
C  -2.1297  0.6403  3.7673
N  -2.7407  0.6384  2.4580
C  -2.2170  1.0811  1.3136
N  -2.9631  0.6752  0.3086
C  -3.9511  -0.0437  0.9046
N  -3.8533  -0.0939  2.2127
C  -1.3653  -0.6375  4.0318
C  -1.7133  -1.4436  5.1042
C  -1.0279  -2.6267  5.3511
C  0.0119  -3.0086  4.5280
C  0.3667  -2.2036  3.4453
C  -0.3259  -1.0270  3.1919
C  1.4941  -2.6241  2.6149
N  2.2676  -3.6371  2.8094
N  3.2125  -3.6086  1.7981
C  2.9375  -2.5804  1.0708
O  1.8609  -1.9001  1.5308
C  3.6740  -2.1059  -0.0996
C  4.8133  -2.8121  -0.4873
C  5.5440  -2.3850  -1.5773
C  5.1466  -1.2551  -2.2816
C  4.0180  -0.5471  -1.9003
C  3.5931  0.6728  -2.6860
N  2.2273  0.5695  -3.1454
C  1.1314  1.0791  -2.5747
N  0.0657  0.5524  -3.1348
C  0.5708  -0.3020  -4.0613
N  1.8833  -0.3230  -4.1035
C  3.2724  -0.9812  -0.8079
H  -2.9199  0.7655  4.5059
H  -1.4727  1.5099  3.8145
H  -1.3204  1.6758  1.2329
H  -4.7115  -0.5696  0.3514
H  -2.5408  -1.1535  5.7408
H  -1.3182  -3.2566  6.1821
H  0.5559  -3.9273  4.6986
H  -0.0679  -0.4337  2.3221
H  5.0992  -3.6923  0.0718
H  6.4197  -2.9384  -1.8914
H  5.7103  -0.9306  -3.1486
H  4.2402  0.8026  -3.5528
H  3.6531  1.5745  -2.0746
H  1.1295  1.7976  -1.7694
H  -0.0479  -0.9380  -4.6730
H  2.3584  -0.4704  -0.5261
S  -1.0009  -4.3594  -2.9018
As  -2.0641  -2.9723  -1.7577
S  -2.9514  -1.2689  -3.0259
S  -0.7663  -1.3854  -0.8530
S  -3.5860  -3.5999  -0.4595
Br  -4.0228  7.1018  -2.4739
C  -3.0613  5.4954  -2.0296
C  -1.9372  5.5885  -1.2006
Br  -1.1419  7.7903  -0.3864
C  -1.2557  4.4739  -0.8657
Br  0.2991  4.4988  0.2878
C  -1.6256  3.1896  -1.3242
O  -1.0043  2.1105  -1.0322
C  -2.7956  3.0967  -2.1945
O  -3.1469  1.9498  -2.6220
C  -3.5000  4.2963  -2.5242
Br  -5.0108  4.0841  -3.6417

## Properties
- Kohn-Sham gap (alpha / beta): 0.2040 / 0.2004 hartree
- Calculated total energy: -432476.39750 eV
- 2S+1: 5
- Charge: -2

***

Entry 6:
The following is a quantum chemistry calculation of 2 unconnected molecules or ions with the total composition C9H12N5, from OMol25.

Atoms and positions in Å:
C  -2.9326  0.3556  1.2248
C  -1.5426  0.6589  0.9447
C  -3.5057  -0.7485  0.6380
C  -1.7300  -0.9484  -0.8190
C  -0.8744  -0.1135  -0.0232
C  2.2901  -1.6838  0.9199
C  1.7778  -2.0380  -0.4110
C  1.7433  0.6109  0.3885
C  0.5678  -0.0734  -0.3624
N  -2.9346  -1.2874  -0.4602
N  2.1862  -0.4665  1.2708
N  1.0732  -1.1288  -0.9345
N  0.4950  1.2542  -2.2054
N  1.4777  1.8796  1.0594
H  -3.4197  0.6979  2.1432
H  -1.0700  1.4146  1.5614
H  -4.3519  -1.2913  1.0170
H  -1.3760  -1.3426  -1.7383
H  2.7366  -2.3325  1.6007
H  2.2195  -2.9623  -0.8760
H  2.5461  0.6930  -0.3358
H  0.4145  0.7438  -3.0403
H  -0.4562  1.6347  -1.9819
H  1.3577  1.8796  2.0690
H  1.1150  2.0488  -2.3625
H  2.1930  2.5454  0.7132

## Properties
- Kohn-Sham gap: 0.2848 hartree
- Calculated total energy: -16968.59875 eV
- 2S+1: 1
- Charge: +1
- Energy above the lowest of the compared OMol25 structures with the same formula, charge and spin: 267.3 kJ/mol

***

Entry 7:
The following is a quantum chemistry calculation of a molecular structure, C35H33ClN4Si2Ti, from OMol25.

Atoms and positions in Å:
C  -1.6121  -0.9286  4.9038
C  -2.1320  -0.4135  3.6696
C  -1.6977  -1.2820  2.6148
H  -2.7966  0.4422  3.5511
C  -0.8814  -2.3109  3.1833
C  -0.8169  -2.0898  4.5976
H  -0.3434  -2.7572  5.3183
H  -1.8404  -0.5520  5.9033
H  -2.0191  -1.2394  1.5789
H  -0.4467  -3.1479  2.6414
Ti  0.1295  -0.3432  3.5412
Si  -0.5031  -0.2118  -3.3361
C  -0.1322  1.3593  -4.2650
C  1.0990  1.4981  -4.9253
H  1.7971  0.6566  -4.9721
C  1.4424  2.7262  -5.4987
H  2.4146  2.8403  -5.9804
C  0.5485  3.8015  -5.4503
H  0.8211  4.7598  -5.8978
C  -0.6971  3.6447  -4.8300
H  -1.3976  4.4799  -4.7933
C  -1.0445  2.4252  -4.2448
H  -2.0121  2.2988  -3.7535
C  0.0550  -1.6498  -4.4091
C  -0.5626  -1.8395  -5.6580
H  -1.4171  -1.2210  -5.9395
C  -0.0811  -2.8138  -6.5395
H  -0.5585  -2.9445  -7.5115
C  1.0061  -3.6183  -6.1795
H  1.3946  -4.3639  -6.8728
C  1.5887  -3.4703  -4.9179
H  2.4205  -4.1089  -4.6147
C  1.1048  -2.5046  -4.0312
H  1.5566  -2.4117  -3.0392
H  -1.9617  -0.2739  -3.1227
Si  0.9789  -0.2002  -1.4036
C  0.0701  -1.7588  -0.7839
C  -1.3326  -1.8905  -0.8249
H  -1.9722  -1.0363  -1.0647
C  -1.9433  -3.1322  -0.6166
H  -3.0287  -3.2160  -0.7097
C  -1.1727  -4.2449  -0.2772
H  -1.6557  -5.2067  -0.0964
C  0.2150  -4.1108  -0.1494
H  0.8240  -4.9647  0.1559
C  0.8281  -2.8836  -0.4163
H  1.9122  -2.7905  -0.3430
C  0.1779  1.3291  -0.6573
C  -0.9740  1.2400  0.1372
H  -1.2382  0.2867  0.5982
C  -1.8104  2.3441  0.3019
H  -2.7588  2.2229  0.8310
C  -1.4358  3.5872  -0.2193
H  -2.1013  4.4456  -0.1152
C  -0.1943  3.7238  -0.8498
H  0.1413  4.7039  -1.1939
C  0.6184  2.6073  -1.0534
H  1.5770  2.7047  -1.5678
H  2.3890  -0.2049  -0.9753
Cl  1.5797  -0.4733  1.8766
N  0.6627  3.1247  5.5025
C  -0.2437  3.8124  4.6954
C  -0.6782  2.9255  3.7597
N  -0.0418  1.7009  3.9674
C  0.7880  1.8641  5.0349
C  1.5316  0.7735  5.6170
N  1.4317  -0.5018  5.1586
C  2.1589  -1.3099  6.0325
C  2.6976  -0.5275  7.0074
N  2.2818  0.7791  6.7426
H  1.1531  3.4961  6.3158
H  -0.4935  4.8417  4.8733
H  -1.3880  3.0481  2.9542
H  2.2215  -2.3768  5.8820
H  3.3004  -0.7756  7.8589
H  2.4997  1.6074  7.2945

## Properties
- Kohn-Sham gap: 0.1430 hartree
- Calculated total energy: -94171.53796 eV
- 2S+1: 1
- Charge: +2
- Energy above the lowest of the compared OMol25 structures with the same formula, charge and spin: 0.0 kJ/mol